This record from the Open Molecules 2025 dataset describes C42H62HgN2O9Si as an isolated structure. The level of theory is ωB97M-V/def2-TZVPD.

Last column: Löwdin spin population.
Geometry (Å):
Hg (1.8665, -0.8599, -0.3537)  0.0111
C (1.2856, -3.1261, 1.5497)  0.0001
C (2.4486, -2.4107, 2.2531)  0.0002
O (3.4690, -2.0064, 1.3296)  0.0036
C (4.2375, -0.8627, 1.6835)  0.0007
C (4.9770, -0.2888, 0.4652)  0.0006
O (4.1856, 0.1237, -0.6517)  0.0071
C (3.9102, 1.5170, -0.8299)  0.0038
C (2.8642, 1.7241, -1.9259)  0.0013
O (1.5773, 1.2694, -1.5293)  0.0057
C (0.6121, 1.0149, -2.5593)  0.0005
C (-0.5474, 0.1867, -2.0139)  0.0002
O (-0.0582, -1.1410, -1.7379)  0.0011
C (-0.8979, -2.1460, -1.1722)  0.0001
C (-0.8183, -2.4459, 0.3601)  0.0000
O (0.3965, -2.1320, 1.0478)  0.0017
H (0.7644, -3.7358, 2.2965)  0.0000
H (1.6700, -3.7561, 0.7433)  0.0000
H (2.8890, -3.0891, 2.9919)  0.0001
H (2.0432, -1.5345, 2.7696)  0.0002
H (5.0157, -1.1389, 2.4084)  -0.0001
H (3.6003, -0.1069, 2.1411)  -0.0003
H (5.6425, -1.0630, 0.0771)  0.0001
H (5.5879, 0.5468, 0.8229)  0.0003
H (4.8257, 2.0219, -1.1618)  0.0001
H (3.5880, 1.9776, 0.1060)  0.0021
H (3.1766, 1.2055, -2.8360)  0.0002
H (2.8256, 2.8003, -2.1338)  0.0004
H (1.1000, 0.5014, -3.3946)  0.0000
H (0.2086, 1.9696, -2.9146)  0.0002
H (-1.3155, 0.1273, -2.7939)  0.0000
H (-0.9812, 0.6058, -1.0959)  0.0000
H (-0.6427, -3.0505, -1.7301)  0.0000
H (-1.9453, -1.8928, -1.3581)  0.0000
H (-1.0486, -3.5100, 0.4837)  0.0000
H (-1.5696, -1.8247, 0.8421)  0.0000
C (-4.5314, 0.2786, 4.1677)  0.0000
C (-3.8593, -0.7648, 3.2745)  0.0000
C (-4.5387, -2.1192, 3.4594)  0.0000
C (-2.3767, -0.8836, 3.6252)  0.0001
O (-4.0614, -0.4136, 1.9144)  0.0000
Si (-3.1957, 0.6703, 0.9770)  0.0001
O (-1.7245, 0.2843, 0.6500)  0.0010
O (-3.3716, 2.1394, 1.7729)  0.0000
C (-2.3724, 3.1552, 1.8864)  0.0001
C (-3.0874, 4.3685, 2.4721)  0.0000
C (-1.7746, 3.5078, 0.5236)  0.0003
C (-1.2592, 2.6915, 2.8220)  0.0007
O (-4.1447, 0.7494, -0.3972)  0.0000
C (-5.4358, 1.3007, -0.5887)  0.0000
C (-5.3039, 2.7988, -0.8611)  0.0000
C (-6.0120, 0.5967, -1.8147)  0.0000
C (-6.3529, 1.0753, 0.6128)  0.0000
H (-4.4216, 0.0171, 5.2235)  0.0000
H (-5.5955, 0.3367, 3.9276)  0.0000
H (-4.0889, 1.2587, 3.9907)  0.0000
H (-4.4611, -2.4592, 4.4952)  0.0000
H (-4.0686, -2.8588, 2.8081)  0.0000
H (-5.5939, -2.0447, 3.1895)  0.0000
H (-2.2662, -1.1702, 4.6749)  0.0000
H (-1.8557, 0.0581, 3.4595)  0.0001
H (-1.8906, -1.6323, 2.9987)  0.0000
H (-3.8760, 4.7058, 1.7956)  0.0000
H (-2.3870, 5.1909, 2.6349)  0.0001
H (-3.5456, 4.1021, 3.4270)  0.0000
H (-2.5596, 3.7938, -0.1807)  0.0000
H (-1.2339, 2.6459, 0.1301)  0.0000
H (-1.0825, 4.3479, 0.6313)  0.0002
H (-1.6730, 2.4542, 3.8063)  0.0000
H (-0.5026, 3.4714, 2.9435)  0.0011
H (-0.7864, 1.8017, 2.4020)  0.0003
H (-4.6478, 2.9637, -1.7184)  0.0000
H (-4.8728, 3.2895, 0.0115)  0.0000
H (-6.2797, 3.2453, -1.0712)  0.0000
H (-5.3385, 0.7268, -2.6638)  0.0000
H (-6.9938, 0.9997, -2.0760)  0.0000
H (-6.1093, -0.4718, -1.6141)  0.0000
H (-5.9678, 1.6011, 1.4880)  0.0000
H (-6.4081, 0.0135, 0.8521)  0.0000
H (-7.3551, 1.4501, 0.3886)  0.0000
N (1.5079, 0.6300, 1.2560)  0.1596
C (1.9515, 1.6285, 1.6932)  0.1268
C (2.4835, 2.7902, 2.2047)  0.1214
C (2.1286, 4.0712, 1.6514)  0.1257
C (2.7010, 5.2163, 2.1379)  0.0255
C (3.6424, 5.1859, 3.1853)  0.2108
C (3.9850, 3.9411, 3.7419)  0.0240
C (3.4358, 2.7708, 3.2839)  0.1304
H (1.3993, 4.1103, 0.8516)  0.0078
H (2.4135, 6.1684, 1.7052)  -0.0033
H (4.0804, 6.0997, 3.5629)  0.0164
H (4.6958, 3.8991, 4.5601)  -0.0035
H (3.7047, 1.8259, 3.7415)  0.0086
N (2.4283, -2.7041, -1.3419)  0.0037
C (2.5730, -2.9535, -2.5618)  0.0003
C (2.8278, -4.3823, -3.0146)  0.0003
C (3.2199, -4.7019, -4.3118)  0.0000
C (3.4616, -6.0213, -4.6794)  0.0000
C (3.3074, -7.0425, -3.7563)  0.0000
C (2.9148, -6.7339, -2.4576)  0.0000
C (2.6820, -5.4195, -2.0943)  0.0000
C (2.5095, -1.9594, -3.6926)  0.0001
C (1.4094, -1.9398, -4.5484)  0.0000
C (1.3577, -1.0547, -5.6137)  0.0000
C (2.4173, -0.1848, -5.8486)  0.0000
C (3.5188, -0.2041, -5.0057)  0.0000
C (3.5618, -1.0848, -3.9296)  0.0000
H (3.3443, -3.9168, -5.0471)  0.0000
H (3.7702, -6.2475, -5.6930)  0.0000
H (3.4906, -8.0709, -4.0425)  0.0000
H (2.7907, -7.5254, -1.7282)  0.0000
H (2.3882, -5.1548, -1.0866)  0.0000
H (0.5872, -2.6223, -4.3666)  0.0000
H (0.4902, -1.0400, -6.2624)  0.0000
H (2.3820, 0.5036, -6.6837)  0.0000
H (4.3475, 0.4715, -5.1826)  0.0000
H (4.4109, -1.0904, -3.2562)  0.0000

Calculated values
* orbital gap (alpha / beta): 4.583 / 7.638 eV
* maximum force: 0.010 hartree/bohr
* expectation value of S²: 0.77
* charge: -1
* E_HOMO (alpha / beta): -2.17 / -5.22 eV
* 2S+1: 2